{"formula": "C23H53F3NO21S7", "method": "ωB97M-V/def2-TZVPD", "elements": ["C", "C", "O", "C", "C", "O", "S", "O", "O", "N", "S", "O", "O", "C", "C", "C", "F", "C", "F", "F", "H", "H", "H", "H", "H", "H", "H", "H", "H", "H", "H", "H", "H", "O", "S", "O", "O", "C", "C", "C", "H", "H", "H", "H", "H", "H", "H", "H", "O", "S", "O", "O", "C", "C", "C", "H", "H", "H", "H", "H", "H", "H", "H", "O", "S", "O", "O", "C", "C", "C", "H", "H", "H", "H", "H", "H", "H", "H", "O", "S", "O", "O", "C", "C", "C", "H", "H", "H", "H", "H", "H", "H", "H", "O", "S", "O", "O", "C", "C", "C", "H", "H", "H", "H", "H", "H", "H", "H"], "xyz": [[8.161010, -2.824660, 1.484183], [8.210960, -2.264550, 0.073241], [9.026567, -1.117715, -0.047382], [8.308485, 0.055247, -0.361942], [7.704157, 0.684058, 0.889355], [6.670466, 1.558259, 0.413074], [5.538767, 1.948879, 1.475960], [6.089647, 1.749959, 2.785570], [5.197248, 3.309309, 1.181641], [4.348785, 0.907040, 1.319531], [3.793181, 0.682808, -0.173500], [4.325919, 1.550393, -1.195154], [3.902850, -0.717237, -0.519394], [2.042592, 1.094867, -0.046701], [1.102285, -0.106120, -0.052623], [1.411613, -1.131849, 0.967919], [1.306341, -0.788884, 2.264744], [1.805530, -2.365519, 0.678136], [2.113604, -3.290348, 1.575456], [1.967481, -2.796742, -0.562245], [7.380519, -3.579259, 1.514450], [7.916786, -2.081490, 2.232122], [9.110219, -3.294843, 1.719281], [8.634975, -3.036853, -0.568126], [7.201575, -2.078758, -0.289738], [7.513377, -0.126897, -1.083533], [8.962787, 0.780553, -0.831699], [8.482880, 1.306117, 1.313076], [7.359228, -0.073870, 1.573806], [1.888517, 1.756605, 0.794249], [1.838163, 1.677638, -0.935430], [0.995602, -0.543620, -1.031050], [0.111216, 0.274059, 0.201132], [1.336167, -0.390186, -4.219050], [1.582713, -1.642961, -4.858296], [1.852571, -1.697213, -6.263323], [0.358864, -2.620328, -4.534412], [-0.965202, -2.145317, -4.822897], [-1.285156, -2.169516, -6.305900], [2.817554, -2.539783, -3.990015], [-1.098693, -1.146049, -4.403168], [-1.637023, -2.815647, -4.288717], [-0.673421, -1.454752, -6.853828], [-2.333651, -1.914961, -6.468511], [-1.088396, -3.156626, -6.724412], [2.584704, -2.524710, -2.928222], [3.768925, -2.044530, -4.169669], [2.844519, -3.556594, -4.372857], [-2.469740, 0.591719, -0.912966], [-3.884054, 0.534481, -0.718716], [-4.578843, 1.614567, -0.091173], [-4.239494, -0.822309, 0.024122], [-3.565968, -1.120672, 1.270624], [-4.108745, -0.302324, 2.423853], [-4.679078, 0.163024, -2.245390], [-2.488367, -0.991644, 1.154571], [-3.747436, -2.178929, 1.448415], [-3.876974, 0.755417, 2.302383], [-3.674504, -0.636452, 3.366131], [-5.188017, -0.395415, 2.479121], [-4.172213, -0.678143, -2.709973], [-4.598249, 1.048848, -2.871154], [-5.724826, -0.065779, -2.052500], [-9.469030, -2.060396, -0.982357], [-9.584875, -1.098066, -2.034731], [-8.453763, -0.331059, -2.450686], [-10.787191, -0.108069, -1.697015], [-10.772950, 0.572912, -0.425425], [-9.760560, 1.702544, -0.395361], [-10.320666, -1.846632, -3.446136], [-10.596029, -0.138478, 0.381891], [-11.773235, 0.978008, -0.287450], [-8.740237, 1.325405, -0.458438], [-9.855020, 2.267690, 0.532402], [-9.911283, 2.374522, -1.239411], [-11.200435, -2.401154, -3.132834], [-9.580160, -2.517935, -3.874868], [-10.579436, -1.068623, -4.158781], [9.323130, 3.463369, 1.151087], [9.718655, 4.225774, 0.011084], [10.387943, 3.613286, -1.096259], [10.572524, 5.485307, 0.505860], [11.717934, 5.223087, 1.332614], [12.894372, 4.678843, 0.544205], [8.322747, 5.110376, -0.584261], [11.440109, 4.550895, 2.146538], [11.982128, 6.181413, 1.776932], [12.679608, 3.687834, 0.147659], [13.774380, 4.605496, 1.184770], [13.121534, 5.327416, -0.302056], [7.832286, 5.598265, 0.252939], [7.654306, 4.380434, -1.038080], [8.655961, 5.832963, -1.324986], [-6.779937, -0.753394, 3.922799], [-8.199519, -0.787779, 4.085430], [-8.892912, 0.288969, 4.719484], [-8.608871, -2.155027, 4.788485], [-7.974895, -2.479864, 6.042878], [-8.526536, -1.672074, 7.201267], [-8.928105, -1.104163, 2.517858], [-6.894273, -2.359319, 5.952176], [-8.172493, -3.538061, 6.201377], [-8.280376, -0.616241, 7.101005], [-8.106496, -2.030689, 8.141179], [-9.612739, -1.752304, 7.241897], [-8.418474, -1.942909, 2.052213], [-8.803711, -0.207725, 1.914178], [-9.984705, -1.318641, 2.656445]], "atomic_forces_ev_per_a": [[-0.0345, -0.0715, -0.2836], [-0.0326, -0.2530, 0.1582], [0.2299, 0.0762, -0.2064], [-0.5334, 0.1953, 0.1054], [0.6052, 0.3345, -1.0365], [0.0167, -0.1059, 0.2102], [-0.3088, 0.4709, 1.2567], [0.3131, -0.3585, 0.2983], [-0.1590, 0.2085, -0.7061], [0.2106, 0.1441, -1.1089], [0.3412, -0.1004, -0.1129], [0.0268, 0.5899, 0.0832], [-0.3315, -0.5108, 0.1159], [-0.0041, -0.1908, -0.3998], [-0.4599, 0.5586, 0.9369], [0.3311, -1.1473, -0.4847], [-0.1159, 0.1541, 0.0421], [-0.1812, 0.7394, 0.3701], [-0.0068, -0.0637, -0.1829], [-0.0190, -0.2894, 0.1087], [-0.0817, -0.2510, 0.0771], [0.0334, 0.2233, 0.0922], [0.1526, -0.0074, 0.2460], [0.0730, -0.0934, -0.2120], [-0.1504, 0.2491, -0.0181], [-0.2007, -0.2794, -0.0751], [0.4622, -0.0464, -0.0462], [-0.0879, -0.0750, 0.6646], [-0.3638, -0.0387, 0.2157], [0.1209, -0.0830, 0.3573], [0.0604, 0.1377, -0.2552], [0.3000, -0.2539, -0.2927], [-0.2128, 0.1238, -0.0925], [-0.0933, 0.2053, -0.1531], [0.1093, -0.3635, 0.3299], [0.0044, 0.1477, -0.1238], [0.0525, -0.1387, 0.0006], [-0.4536, 0.1941, -0.1449], [0.1885, 0.0667, -0.1016], [0.0179, -0.0708, 0.1350], [0.1463, 0.0056, 0.0138], [0.1717, -0.0914, 0.1028], [-0.0019, 0.0156, 0.0171], [-0.0228, -0.0375, 0.0745], [-0.0571, -0.0293, 0.0261], [0.0263, 0.0679, 0.0153], [-0.0420, 0.1032, -0.0085], [-0.0353, 0.0142, -0.0479], [0.1759, 0.2053, 0.0893], [-0.2654, -0.4508, -0.1391], [0.0773, 0.2162, 0.0396], [-0.0881, -0.0798, -0.0868], [0.2857, -0.0036, 0.5825], [0.0259, 0.2813, -0.2511], [-0.0652, -0.0660, -0.0311], [-0.0399, 0.0854, -0.1933], [-0.1048, -0.0227, -0.2273], [0.0716, -0.0156, -0.0065], [0.0005, -0.1040, -0.0329], [0.0420, -0.0630, 0.0449], [0.0211, -0.0047, 0.0216], [0.0423, 0.0365, 0.0407], [-0.0080, 0.0163, 0.0074], [0.2039, 0.0390, 0.1657], [-0.5864, 0.1989, -0.2194], [0.2731, -0.0990, 0.0941], [-0.0493, -0.1744, -0.0709], [0.2091, 0.5032, 0.4464], [0.1961, -0.1318, -0.0711], [-0.0435, -0.0554, -0.0494], [0.0108, -0.1670, -0.1552], [-0.1057, -0.1755, -0.2455], [0.0052, 0.0071, 0.0256], [-0.0802, -0.0073, 0.0016], [-0.0574, 0.0373, 0.0325], [-0.0006, 0.0103, 0.0246], [0.0451, 0.0058, 0.0413], [0.0225, 0.0260, 0.0138], [0.4626, -0.2471, 0.1009], [-0.7442, 0.4913, -0.2023], [0.1730, -0.2047, 0.1173], [0.0187, 0.0519, -0.0692], [0.4410, -0.1330, 0.2441], [-0.0863, -0.1429, -0.1492], [-0.0003, 0.1218, -0.0703], [-0.1225, -0.0369, -0.0764], [-0.1826, 0.0871, -0.0754], [-0.0101, -0.0053, 0.0194], [-0.0250, 0.0678, 0.0457], [0.0289, 0.0480, 0.0388], [-0.0237, -0.0652, 0.0268], [-0.0052, -0.0811, 0.1007], [0.0275, -0.0180, -0.0096], [0.0305, 0.1235, 0.4228], [-0.3171, -0.3152, -0.3965], [0.1238, 0.1784, 0.0826], [-0.0516, -0.0090, -0.1072], [0.2153, -0.0726, 0.5525], [-0.0522, 0.2249, -0.1149], [-0.1403, -0.1414, -0.0632], [-0.0257, 0.0834, -0.1393], [-0.0891, -0.0173, -0.2207], [0.0269, -0.0056, 0.0015], [0.0092, -0.0835, -0.0311], [0.0019, -0.0689, 0.0313], [-0.0002, 0.0054, -0.0132], [0.1054, 0.0471, 0.0771], [-0.0058, -0.0060, 0.0246]], "lowdin_charge": [-0.0714, -0.2767, -0.1326, -0.1830, -0.1808, -0.2623, 0.4456, -0.3108, -0.3106, -0.3055, 0.5129, -0.3388, -0.3376, -0.2043, -0.1379, -0.2453, 0.0858, -0.3273, 0.1363, 0.1197, 0.0721, 0.0661, 0.0668, 0.1097, 0.1174, 0.1259, 0.1189, 0.0992, 0.1075, 0.1012, 0.0961, 0.1152, 0.1100, -0.2639, 0.5718, -0.2851, -0.2645, -0.2631, -0.0778, -0.1060, 0.1136, 0.1180, 0.0692, 0.0756, 0.0818, 0.0582, 0.0856, 0.0746, -0.2714, 0.5606, -0.2756, -0.2644, -0.2353, -0.0715, -0.1155, 0.1110, 0.1201, 0.0764, 0.0877, 0.0453, 0.0688, 0.0778, 0.0551, -0.2735, 0.5690, -0.2721, -0.2608, -0.2465, -0.0694, -0.1197, 0.0899, 0.1226, 0.0701, 0.0857, 0.0860, 0.0748, 0.0778, 0.0760, -0.2556, 0.5765, -0.2792, -0.2640, -0.2621, -0.0785, -0.1081, 0.1149, 0.1174, 0.0696, 0.0768, 0.0814, 0.0806, 0.0852, 0.0705, -0.2735, 0.5786, -0.2695, -0.2602, -0.2504, -0.0744, -0.1207, 0.1159, 0.1203, 0.0709, 0.0809, 0.0835, 0.0814, 0.0658, 0.0777], "e_lumo_ev": 1.2, "charge": -1, "gap_ev": 6.751, "e_homo_ev": -5.5978}